Entry 1:
Formula: C35H41N7O3S2SiTi
Source: OMol25
Level of theory: the ωB97M-V functional and the def2-TZVPD basis

As for the LUMO energy (spin up / spin down): 3.30 / 3.30 eV. Its expectation value of S² is 2.05. The total charge is -2. As for the HOMO energy (spin up / spin down): -0.26 / -2.04 eV. The value obtained for the frontier orbital gap (spin up / spin down) is 3.566 / 5.338 eV. Its spin multiplicity is 3.

The geometry in XYZ format:
```
90
Properties=species:S:1:pos:R:3:forces:R:3:mulliken_spin:R:1
H 1.93107 4.43396 1.32268 0.050 -0.003 -0.037 0.0003
O 0.70457 -2.47043 -0.43981 -0.320 0.083 0.030 0.0099
C 2.45406 1.84552 0.63384 0.009 -0.056 -0.211 0.0094
H -1.68060 -1.77946 -3.20454 -0.020 0.031 -0.049 0.0199
H 1.45164 3.68335 -1.00521 0.088 0.047 -0.018 0.0009
C 6.87160 -2.14322 1.89307 -0.028 0.113 0.277 -0.0010
C 1.07933 2.50347 0.77113 -0.184 0.143 0.318 -0.0165
C -4.40601 3.18241 -3.16983 -0.035 0.012 -0.001 -0.0134
C 3.75132 -4.10233 -1.50747 -0.136 -0.260 -0.628 0.1637
H 0.56214 2.19156 -1.31286 0.001 -0.008 -0.078 0.0073
H 1.32412 -2.17490 3.69130 -0.050 0.013 -0.051 0.0016
H -3.13588 -0.82261 -3.48461 0.018 0.018 -0.007 0.0002
C -3.23005 -2.57180 0.32024 0.414 -0.016 0.434 0.0051
H -3.10748 -2.52400 -3.98011 -0.014 -0.031 0.019 0.0018
C -3.24801 -2.19545 -1.86962 -0.202 -0.043 0.087 0.0494
C 2.59005 -3.79294 -0.82151 -0.794 -0.586 -0.615 -0.0688
C -0.44320 -2.56475 2.52991 -0.303 -0.221 0.131 0.0127
H 2.82995 1.43084 1.56592 0.017 -0.087 0.103 0.0001
C -2.90475 0.80057 1.94875 0.128 -0.101 0.077 0.0847
C -1.84185 2.70076 -4.11450 -0.101 0.071 0.000 0.0209
H -0.03432 0.07386 3.76076 0.057 0.034 -0.057 0.0010
C -1.85244 2.61974 3.27190 -0.090 -0.055 -0.105 -0.0007
H 1.59311 0.34562 3.13319 0.136 -0.082 -0.010 0.0026
H 2.42824 1.03474 -0.10531 0.009 0.024 0.106 0.0042
C 1.20645 3.70886 1.71739 0.081 -0.210 -0.052 -0.0002
S -1.36594 -3.44484 3.71351 -0.032 0.094 -0.120 0.0024
S -4.89409 -2.64766 -1.56571 0.124 0.032 0.005 0.0058
C 5.80032 -0.84642 3.65482 0.002 -0.271 -0.360 -0.0002
C 0.59764 0.77578 3.19831 -0.226 0.012 0.041 -0.0020
H -0.83786 2.50189 -4.46262 0.008 -0.017 0.014 0.0009
H 0.66351 1.68816 3.79754 0.009 -0.004 0.008 0.0003
H -3.33670 3.24150 1.00485 -0.015 0.028 0.034 0.0000
N 7.82338 -2.64279 1.45580 0.038 -0.048 -0.123 0.0000
C 3.31811 -2.27804 -2.99725 0.058 -0.032 -0.065 0.1201
H -3.94257 1.70649 -1.66536 -0.059 -0.055 0.088 0.0062
C -2.64710 3.63676 -4.74321 -0.045 -0.083 0.117 -0.0115
C 1.74752 -2.72941 -1.18992 0.633 -0.317 0.086 0.1589
Ti -0.52527 -0.91286 -0.36649 -0.153 -0.042 -0.139 1.1579
H -5.40455 3.37284 -2.79442 -0.012 0.010 0.000 -0.0008
H 1.67184 -0.31380 -3.67915 0.036 -0.071 -0.036 0.0040
H 2.29697 -4.36260 0.05391 0.050 0.046 -0.009 -0.0037
C 5.71348 -1.54898 2.42601 -0.167 0.178 0.255 0.0007
H 3.60946 -1.66378 -3.84311 -0.015 0.022 -0.011 0.0017
N -1.16316 -2.21005 1.50602 0.091 0.042 -0.005 -0.0477
H 3.18511 2.58534 0.28035 0.018 0.022 -0.026 0.0004
H -1.65473 1.91005 4.07723 -0.013 0.019 0.029 0.0001
C -2.44483 -2.70364 1.56863 -0.236 0.101 -0.532 0.0562
H 0.25641 4.23059 1.83127 -0.059 0.072 0.026 -0.0004
H -3.88706 1.19348 2.24549 -0.067 0.037 0.012 0.0013
C -4.53646 -2.84480 0.10160 -0.046 0.033 -0.047 -0.0029
H 3.61657 -2.40531 0.03638 0.201 0.290 0.169 -0.0016
N -2.51308 -2.19479 -0.80228 -0.004 0.006 0.238 -0.0112
C 1.01471 -2.37486 2.66532 -0.220 -0.048 0.159 0.0242
N -0.36926 0.61859 -2.95403 -0.344 -0.270 0.768 -0.0110
H -2.82562 3.09326 3.47070 -0.028 -0.011 -0.014 0.0004
C 2.12962 -1.94230 -2.31992 -0.248 0.281 -0.033 -0.0762
H 1.34542 -1.56410 2.03277 0.013 0.021 -0.037 -0.0094
C -2.31250 1.99295 -3.00437 -0.059 0.044 -0.015 0.0012
Si -0.14060 1.12430 1.46189 0.470 -0.158 -0.274 0.0784
C -2.29117 2.93658 0.84258 -0.147 0.047 0.145 0.0057
H -1.67448 3.83757 0.87425 -0.077 -0.011 0.045 -0.0002
O -1.87613 0.45137 -1.21430 0.230 0.210 -0.564 -0.1735
C 0.67616 3.01528 -0.61041 -0.255 0.088 0.033 0.0244
O 3.37168 -1.21078 2.17177 0.356 0.289 0.160 0.0015
H 1.55438 3.40384 2.70771 -0.018 0.046 -0.009 -0.0001
H 4.37649 -4.92006 -1.17025 0.019 0.028 0.029 0.0157
C 1.35613 -0.83629 -2.77997 0.624 -0.300 -0.181 0.4468
H -4.56621 4.61187 -4.76357 0.000 0.010 -0.001 0.0031
H -2.62265 0.02744 2.67672 -0.042 0.052 -0.065 0.0056
C -2.75335 -3.37384 2.70402 0.037 -0.035 0.015 -0.0032
H 1.52471 -3.27593 2.31916 0.006 0.026 -0.052 0.0014
H -2.22200 2.51200 -0.15421 -0.010 -0.015 -0.063 0.0010
C -3.93582 3.87915 -4.27358 0.016 0.026 -0.049 0.0227
H -2.26845 4.18326 -5.59842 -0.003 0.016 -0.016 -0.0005
N 0.26290 -0.36987 -2.18535 -0.562 0.457 -0.095 -0.0048
H -3.00379 0.32596 0.96891 -0.027 0.016 0.018 -0.0051
H -5.28320 -3.13492 0.81939 -0.028 -0.025 0.020 -0.0003
C 4.43059 -1.68764 1.76251 0.481 -0.288 -0.458 0.0009
C -1.86313 1.92358 1.90480 -0.082 0.174 0.096 -0.0255
H 5.31229 -2.65494 0.15795 -0.062 0.009 -0.032 -0.0011
H -3.67878 -3.85887 2.95980 -0.040 -0.019 0.014 -0.0002
N 5.88762 -0.29108 4.66619 0.037 0.078 0.102 0.0000
C -1.46480 0.97530 -2.33853 0.064 -0.297 0.012 0.0114
C 4.12169 -3.33353 -2.61565 -0.090 -0.084 0.199 -0.0920
N 4.43682 -2.45658 0.61285 0.509 0.745 1.046 0.0051
C -3.60199 2.24638 -2.53565 0.200 0.015 -0.127 0.0228
C -2.77029 -1.81661 -3.22226 0.128 0.081 -0.058 0.0055
H 5.03736 -3.54183 -3.15520 0.013 -0.020 0.008 -0.0046
H -0.26467 3.58189 -0.58966 0.269 -0.145 -0.087 -0.0002
H -1.08964 3.39701 3.31916 0.019 0.037 0.051 -0.0001
```
Forces are in eV/Å.

***

Entry 2:
Formula: C19H25N4O9
Source: OMol25
Level of theory: the ωB97M-V functional and the def2-TZVPD basis

As for the LUMO energy: 1.23 eV. The total charge is -1. As for the HOMO energy: -4.97 eV. The value obtained for the frontier orbital gap is 6.194 eV.

The geometry in XYZ format:
```
57
Properties=species:S:1:pos:R:3:forces:R:3:nbo_charge:R:1
C 40.90700 1.51100 47.77300 1.125 1.015 -0.576 -0.4362
H 40.99900 1.76100 46.67100 -0.042 0.065 1.243 0.1960
O 35.62900 1.06100 55.16200 -0.775 1.161 -2.623 -0.6612
H 33.31200 1.49700 49.03600 -0.195 -1.529 3.502 0.4942
O 35.47600 0.32700 50.53400 1.179 -1.375 3.576 -0.7630
C 35.76300 4.00500 55.09500 3.043 -0.330 -0.394 -0.4042
H 29.64800 0.76100 56.42700 -0.829 -0.398 1.275 0.2274
N 35.67200 3.04300 53.99300 -0.082 0.477 -1.441 -0.4507
H 38.88400 -0.03100 46.15800 -0.229 0.652 -1.297 0.1917
C 39.43000 -0.27600 47.02900 -1.002 2.928 2.133 -0.4257
C 32.25000 -0.11200 53.54600 -3.388 2.947 -2.365 -0.1906
C 38.32700 4.89900 45.89600 -5.822 1.687 0.616 -0.0100
C 35.46300 1.68500 54.07400 1.318 0.750 4.808 0.5238
H 36.05700 3.50000 56.02100 -0.228 -0.025 -0.238 0.2300
H 41.21800 2.37100 48.39800 -1.270 -0.063 -0.413 0.2435
C 36.29200 3.41300 46.59800 4.334 -0.054 -0.914 -0.2031
C 34.69700 0.76800 49.73800 3.121 -0.183 -2.627 0.9236
H 41.79400 0.87400 47.98800 -0.933 -0.643 -0.131 0.1869
O 33.45000 1.04800 50.04100 -2.895 2.423 -3.309 -0.7398
H 38.62200 2.87000 46.36300 -1.378 -0.554 0.088 0.2452
H 34.71800 3.74900 52.25400 -1.444 -0.454 -0.723 0.1920
H 34.89600 4.57900 55.24800 -1.533 0.469 0.084 0.1858
O 40.10100 6.41100 45.85800 -0.798 -2.621 -1.702 -0.4452
H 35.34700 6.83900 46.39400 -0.463 -0.639 -0.134 0.2144
H 33.17000 -1.53000 54.75100 -1.159 1.121 0.629 0.2329
C 37.74600 3.54000 46.29300 0.212 3.932 -0.740 -0.1613
H 35.83500 2.46300 46.80000 0.287 -0.531 0.420 0.2827
C 38.67100 1.23600 48.85100 4.725 6.017 2.355 0.5135
H 36.37800 2.94000 51.80900 -1.967 2.108 2.449 0.2605
N 39.73400 5.19100 45.64300 -0.987 4.193 3.861 0.5001
H 32.97100 -0.26700 52.66400 -1.273 0.136 1.553 0.2733
O 40.48000 4.29400 45.69500 2.441 -2.754 -1.184 -0.3272
H 36.58700 4.79100 54.87200 -1.107 -1.418 0.200 0.1864
H 40.37600 -0.70600 46.79500 0.325 -0.888 0.464 0.2055
C 35.69600 3.63400 52.62600 2.255 -1.512 -1.310 -0.4351
H 38.70000 -0.59900 47.70500 -0.877 -3.410 0.111 0.2302
N 39.58900 0.91100 47.96600 4.039 -0.770 -3.098 -0.4086
C 37.48300 6.16300 45.89300 -4.873 -8.171 1.900 -0.1383
H 35.16100 1.23800 53.16600 -0.123 -0.703 -1.326 0.1692
C 31.04000 0.83400 53.30800 2.109 -1.048 0.568 -0.1791
C 31.47600 -0.59600 55.85700 -4.124 4.755 -5.028 -0.1772
H 37.87400 0.67600 48.70100 -4.757 -2.398 0.435 0.1562
H 31.58100 -1.20800 56.63500 0.220 -2.009 3.297 0.2020
O 38.88900 2.22500 49.61100 -1.333 -2.383 -1.094 -0.6532
N 29.05000 2.11500 54.21700 0.656 -1.853 0.675 0.5357
H 34.44300 4.36800 46.79000 -1.240 -0.259 0.518 0.2182
H 36.01400 4.69200 52.63000 0.651 -0.708 0.328 0.1988
C 30.25500 0.34200 55.67900 5.125 0.128 -2.450 -0.1960
H 30.84500 1.19300 52.20700 0.449 -0.356 2.646 0.2673
C 35.87700 5.89800 46.26100 6.022 -1.963 -0.060 -0.2078
O 29.11800 2.86100 53.28600 0.285 0.792 -0.747 -0.3622
C 32.32700 -0.76200 54.74700 1.474 -1.366 0.406 -0.2213
C 30.23900 1.17500 54.46400 0.494 -2.859 -0.981 -0.0169
H 37.92800 7.03700 45.62700 0.760 2.511 -0.557 0.2160
C 35.47100 4.49900 46.63100 1.504 5.107 -1.926 -0.1926
O 35.05700 1.00200 48.53600 -1.125 0.760 -1.153 -0.8952
O 28.07200 1.98100 54.92700 0.097 0.092 0.401 -0.4010
```
Forces are in eV/Å.

***

Entry 3:
Formula: C6H12O2
Source: OMol25
Level of theory: the ωB97M-V functional and the def2-TZVPD basis

As for the LUMO energy: 0.62 eV. As for the HOMO energy: -9.95 eV. The value obtained for the frontier orbital gap is 10.565 eV.

The geometry in XYZ format:
```
20
Properties=species:S:1:pos:R:3:forces:R:3:nbo_charge:R:1
C 0.19825 2.73268 0.14026 0.099 -0.149 -0.297 -0.2741
H -1.74399 1.11183 -1.55719 0.134 0.056 0.299 0.1502
C 0.00225 0.43463 -2.72763 0.341 0.191 0.377 -0.7239
H 0.85425 -0.22452 -2.56975 -0.035 -0.048 -0.021 0.2362
O 0.99391 -1.00959 0.33811 -1.273 -0.689 -0.765 -0.7529
H 0.88388 0.37779 0.19242 -0.709 2.106 -0.723 0.3522
H 1.69673 -1.22408 2.22956 -0.064 -0.058 -0.031 0.1812
H -1.33255 -1.24342 1.72583 -0.050 -0.072 0.053 0.2175
H 0.10533 -1.13529 -0.22151 1.747 -0.063 1.050 0.5112
O -1.14748 -0.72405 -0.96448 -0.070 1.391 -0.495 -0.6258
H -0.51384 0.14011 -3.64649 -0.090 -0.020 0.098 0.2432
H 0.77494 -2.60906 1.60923 0.054 0.078 0.083 0.1719
C 0.48821 1.57797 -0.07109 1.003 -1.375 1.296 -0.3824
C -0.45769 -0.97414 2.31698 0.215 0.016 -0.146 -0.6448
C 0.80749 -1.51584 1.66626 -0.128 -0.008 -0.062 -0.0567
H -0.42149 0.11368 2.37070 0.012 0.011 0.071 0.2206
H -0.55976 -1.38072 3.32318 -0.057 0.009 0.008 0.2134
H -0.00709 3.76258 0.27149 -0.146 0.238 -0.001 0.2254
H 0.35147 1.45790 -2.83254 -0.008 0.047 -0.082 0.2419
C -0.97284 0.33153 -1.59333 -0.975 -1.662 -0.712 0.4958
```
Forces are in eV/Å.

***

Entry 4:
Formula: H4O2
Source: OMol25
Level of theory: the ωB97M-V functional and the def2-TZVPD basis

As for the LUMO energy: 0.54 eV. As for the HOMO energy: -10.47 eV. The value obtained for the frontier orbital gap is 11.003 eV.

The geometry in XYZ format:
```
6
Properties=species:S:1:pos:R:3:forces:R:3:nbo_charge:R:1
H -0.00309 0.36607 -0.58815 0.688 0.132 -2.923 0.4995
H -0.04221 -0.30280 -2.08312 0.484 1.428 1.062 0.4610
O -0.19271 -0.00559 1.09587 1.824 1.217 1.011 -0.9447
O 0.25711 0.51551 -1.59214 -1.114 -1.564 1.597 -0.9894
H -0.60506 -0.76500 1.47280 -0.512 -0.888 0.384 0.4830
H 0.58597 0.19182 1.69474 -1.370 -0.324 -1.131 0.4906
```
Forces are in eV/Å.

***

Computed values of maximum force (unit: eV/A) for the preceding records, in sequence: 1.381; 9.702; 2.337; 3.006.
Computed values of total energy (unit: eV) for the preceding records, in sequence: -106201.6518; -44484.7582; -10507.7157; -4159.6767.
Computed values of relative energy (zero: lowest compared OMol25 entry of this formula, charge and spin) (unit: kcal/mol) for the preceding records, in sequence: 8.6; 0.0; 105.9; 6.0.